Record 1
Here is the molecule C5H11N at a distorted geometry from OMol25. Energies are from ωB97M-V/def2-TZVPD.

As for the molar mass: 85.15 g/mol. The HOMO-LUMO gap comes out at 6.35 eV. The value obtained for the highest occupied orbital energy is -7.2882 eV. The value obtained for the LUMO energy is -0.940 eV. The value obtained for the largest force on an atom is 5.69 eV/Å. Its spin multiplicity is 1. The total energy comes out at -6846.2537 eV. The value obtained for the energy above the lowest of the compared OMol25 structures with the same formula, charge and spin is 167.8 kcal per mole.

Geometry as XYZ:
```
17
Properties=species:S:1:pos:R:3:lowdin_charge:R:1
C 1.2558 1.8968 -0.4295 -0.119
N 0.8998 1.1149 0.7854 -0.068
C 0.0514 -0.0388 0.5203 -0.573
C -0.4533 -0.2953 -0.8043 -0.048
C -0.6839 -1.7778 -1.1755 -0.090
C -0.7115 -0.5262 1.6945 0.040
H 0.3483 1.9597 -1.0246 0.056
H 1.9624 1.2640 -0.9793 0.076
H 1.8479 2.7696 -0.1727 0.076
H 0.3964 1.7511 1.3929 0.092
H -1.2262 0.3838 -1.2126 0.113
H -1.3182 -1.9069 -2.0441 0.064
H -1.1030 -2.4264 -0.4198 0.065
H 0.4178 -1.7050 -1.2871 0.093
H -1.6791 -0.0681 1.9510 0.046
H -0.4820 -1.3384 2.3686 0.044
H 0.4773 -1.0568 0.8368 0.134
```

***

Record 2
Here is the molecule C5H11N at a distorted geometry from OMol25. Energies are from ωB97M-V/def2-TZVPD.

As for the molar mass: 85.15 g/mol. The HOMO-LUMO gap comes out at 10.10 eV. The value obtained for the highest occupied orbital energy is -9.0844 eV. The value obtained for the LUMO energy is 1.019 eV. The value obtained for the largest force on an atom is 1.56 eV/Å. Its spin multiplicity is 1. The total energy comes out at -6852.5830 eV. As for the SMILES: C=C(C)CCN. The value obtained for the energy above the lowest of the compared OMol25 structures with the same formula, charge and spin is 21.8 kcal per mole.

Geometry as XYZ:
```
17
Properties=species:S:1:pos:R:3:lowdin_charge:R:1
C -1.7442 -0.7251 0.8098 0.035
C -0.9668 -0.0704 -0.0480 -0.382
C -1.1818 -0.1898 -1.5285 -0.072
C 0.0405 0.9776 0.4031 -0.184
C 1.4533 0.6422 -0.0688 -0.270
N 1.9454 -0.6324 0.5569 0.008
H -2.3984 -1.5268 0.4910 0.058
H -1.6229 -0.5840 1.8780 0.057
H -1.8762 0.5511 -1.9168 0.082
H -1.5140 -1.1682 -1.8638 0.075
H -0.2409 -0.1104 -2.0851 0.064
H 0.0022 1.0870 1.4816 0.105
H -0.3460 1.9236 0.0040 0.117
H 1.5529 0.6312 -1.1457 0.092
H 2.0439 1.4666 0.3405 0.101
H 2.4016 -1.1502 -0.1871 0.057
H 2.6991 -0.3115 1.1545 0.055
```

***

Record 3
Here is a cluster of 4 separate species, C5H11N in total from OMol25. Energies are from ωB97M-V/def2-TZVPD.

As for the molar mass: 85.15 g/mol. The HOMO-LUMO gap comes out at 10.41 eV. The value obtained for the highest occupied orbital energy is -9.2323 eV. The value obtained for the LUMO energy is 1.183 eV. The value obtained for the largest force on an atom is 0.29 eV/Å. Its spin multiplicity is 1. The total energy comes out at -6848.2591 eV. The value obtained for the energy above the lowest of the compared OMol25 structures with the same formula, charge and spin is 121.5 kcal per mole.

Geometry as XYZ:
```
17
Properties=species:S:1:pos:R:3:lowdin_charge:R:1
C 1.5572 -1.0687 1.3741 -0.165
C 1.5524 -1.2322 0.0134 -0.111
N 0.3610 0.3192 -0.9481 0.043
C 0.0610 1.3306 -0.1822 -0.237
C -0.9950 0.3437 -0.3371 -0.370
C -2.1898 0.4856 -1.2470 -0.069
H 0.8777 0.3589 1.5798 0.087
H 0.8558 -1.6214 1.9953 0.065
H 2.4500 -0.7058 1.8787 0.064
H 2.4075 -0.9359 -0.5838 0.072
H 0.8584 -1.9146 -0.4634 0.075
H 0.4999 1.0641 1.2707 0.092
H 0.3247 2.3820 -0.2212 0.117
H -1.1386 -0.3226 0.5237 0.119
H -2.9966 1.0405 -0.7538 0.072
H -2.5829 -0.4971 -1.5306 0.071
H -1.9111 1.0191 -2.1608 0.076
```

***

Record 4
Here is the molecule C5H11N from OMol25. Energies are from ωB97M-V/def2-TZVPD.

As for the molar mass: 85.15 g/mol. The HOMO-LUMO gap comes out at 10.16 eV. The value obtained for the highest occupied orbital energy is -8.9097 eV. The value obtained for the LUMO energy is 1.252 eV. The value obtained for the largest force on an atom is 0.30 eV/Å. Its spin multiplicity is 1. The total energy comes out at -6852.0814 eV. As for the SMILES: CCCN1CC1. The value obtained for the energy above the lowest of the compared OMol25 structures with the same formula, charge and spin is 33.4 kcal per mole.

Geometry as XYZ:
```
17
Properties=species:S:1:pos:R:3:lowdin_charge:R:1
C -0.1151 -2.1450 1.5947 -0.122
C -0.3826 -0.7157 1.1404 -0.268
C 0.2112 -0.3164 -0.2091 -0.221
N -0.0725 1.1086 -0.3740 -0.140
C 0.7963 1.9878 -1.1147 -0.154
C -0.5666 1.6616 -1.6105 -0.153
H -0.5583 -2.8817 0.9152 0.069
H -0.5447 -2.3059 2.5894 0.068
H 0.9606 -2.3487 1.6631 0.070
H -1.4608 -0.5181 1.0935 0.108
H 0.0214 -0.0076 1.8728 0.106
H -0.2195 -0.9150 -1.0283 0.119
H 1.2969 -0.4958 -0.2151 0.119
H 1.0042 2.9421 -0.6330 0.097
H 1.6320 1.5611 -1.6754 0.104
H -1.3942 2.3641 -1.5142 0.097
H -0.6085 1.0247 -2.4948 0.101
```

***

Record 5
Here is a structure of composition C5H11N2 at a distorted geometry from OMol25. Energies are from ωB97M-V/def2-TZVPD.

As for the molar mass: 99.16 g/mol. The HOMO-LUMO gap comes out at 11.05 eV. The value obtained for the highest occupied orbital energy is -14.3563 eV. As for the total charge: +1. The value obtained for the LUMO energy is -3.304 eV. The value obtained for the largest force on an atom is 5.58 eV/Å. Its spin multiplicity is 1. The total energy comes out at -8334.1257 eV. The value obtained for the energy above the lowest of the compared OMol25 structures with the same formula, charge and spin is 69.0 kcal per mole.

Geometry as XYZ:
```
18
Properties=species:S:1:pos:R:3:lowdin_charge:R:1
C 2.4360 -0.2080 -0.0684 -0.150
C 2.4906 -1.4103 -0.3935 0.079
C -1.1667 0.1676 0.1779 -0.327
C -2.1726 -0.9012 -0.0574 0.017
C -1.2825 1.6057 -0.3480 -0.008
N -0.0201 -0.0415 0.7132 0.104
N 2.1642 0.9597 0.3284 0.179
H 2.7527 -2.1638 0.3633 0.122
H 2.0863 -1.7213 -1.3101 0.089
H -3.0998 -0.5276 -0.3278 0.077
H -2.2001 -1.5080 0.7853 0.080
H -1.8949 -1.6123 -0.7800 0.092
H -0.4564 2.3744 -0.2312 0.102
H -2.1487 1.8413 0.2626 0.086
H -1.5465 1.5253 -1.4785 0.131
H 0.3531 -0.8893 1.1382 0.119
H 2.7213 1.7365 0.3793 0.094
H 0.9841 0.7727 0.8467 0.114
```

***

Record 6
Here is the ion C5H11N2 with charge +1 at a distorted geometry from OMol25. Energies are from ωB97M-V/def2-TZVPD.

As for the molar mass: 99.16 g/mol. The HOMO-LUMO gap comes out at 9.14 eV. The value obtained for the highest occupied orbital energy is -14.0100 eV. As for the total charge: +1. The value obtained for the LUMO energy is -4.866 eV. The value obtained for the largest force on an atom is 3.62 eV/Å. Its spin multiplicity is 1. The total energy comes out at -8333.9266 eV. As for the SMILES: C=NCC[N+](=C)C. The value obtained for the energy above the lowest of the compared OMol25 structures with the same formula, charge and spin is 73.6 kcal per mole.

Geometry as XYZ:
```
18
Properties=species:S:1:pos:R:3:lowdin_charge:R:1
C 2.1255 -0.9792 0.0729 -0.032
N 1.4700 -0.0133 0.5123 -0.075
C 1.1521 1.1064 -0.2976 -0.208
C -0.3752 1.1581 -0.4010 -0.101
N -0.9590 -0.1263 -0.0161 -0.184
C -0.4149 -1.1949 -0.4921 0.125
C -2.0261 -0.0252 0.9727 0.008
H 2.1021 -1.8856 0.7188 0.113
H 2.5967 -0.9175 -0.8802 0.087
H 1.7439 1.0948 -1.2808 0.143
H 1.5269 1.9940 0.3795 0.172
H -0.7430 1.9366 0.2481 0.124
H -0.5393 1.1824 -1.4814 0.147
H -0.0186 -1.1477 -1.5515 0.156
H -0.6398 -2.2474 -0.1911 0.151
H -2.3303 1.0948 0.9952 0.131
H -2.9076 -0.6921 0.6954 0.129
H -1.7635 -0.3377 1.9970 0.112
```